{
  "formula": "C40H36ClMoN3Si2",
  "method": "ωB97M-V/def2-TZVPD",
  "s2": 2.45,
  "charge": 2,
  "homo_energy_ev": [-13.495, -12.404],
  "relative_energy_kj_mol": 0.0,
  "spin_multiplicity": 3,
  "orbital_gap_ev": [6.179, 4.940],
  "elements": ["C", "C", "C", "H", "C", "C", "H", "H", "H", "H", "Mo", "Si", "C", "C", "H", "C", "H", "C", "H", "C", "H", "C", "H", "C", "C", "H", "C", "H", "C", "H", "C", "H", "C", "H", "H", "Si", "C", "C", "H", "C", "H", "C", "H", "C", "H", "C", "H", "C", "C", "H", "C", "H", "C", "H", "C", "H", "C", "H", "H", "Cl", "C", "C", "C", "C", "C", "C", "N", "N", "C", "C", "C", "C", "C", "N", "H", "H", "H", "H", "H", "H", "H", "H", "H"],
  "coordinates": [[0.0335, 2.1886, -1.8569], [0.2086, 1.5385, -3.1272], [-1.0821, 1.1143, -3.5957], [1.1306, 1.5049, -3.6996], [-2.0541, 1.5158, -2.6090], [-1.3597, 2.1580, -1.5289], [-1.8314, 2.6467, -0.6796], [0.8042, 2.7424, -1.3079], [-1.2934, 0.6306, -4.5437], [-3.1313, 1.4335, -2.6968], [-0.7029, -0.0035, -1.7581], [-0.4083, -5.2179, -0.5158], [0.9212, -5.4553, -1.8469], [1.4465, -6.7413, -2.0598], [1.0917, -7.5591, -1.4307], [2.4207, -6.9813, -3.0395], [2.8390, -7.9806, -3.1727], [2.8591, -5.9424, -3.8636], [3.5642, -6.1367, -4.6796], [2.3930, -4.6488, -3.6163], [2.7259, -3.8298, -4.2495], [1.4967, -4.3972, -2.5716], [1.2460, -3.3526, -2.3281], [-1.7552, -3.9646, -1.1073], [-1.4102, -2.5026, -0.9490], [-0.4173, -2.2356, -1.3496], [-2.5924, -1.7531, -1.6171], [-2.4557, -0.6777, -1.9860], [-3.7961, -1.9753, -0.8022], [-4.5686, -1.2049, -0.7445], [-3.9116, -3.1919, -0.1862], [-4.7999, -3.4201, 0.4183], [-2.9532, -4.2077, -0.3700], [-3.1047, -5.1727, 0.1495], [-1.3820, -2.2562, 0.1213], [-2.5347, -2.8637, -3.0240], [-4.1645, -3.5575, -3.7082], [-4.4776, -3.2169, -5.0450], [-3.8045, -2.5609, -5.6086], [-5.5952, -3.7690, -5.6903], [-5.8146, -3.4944, -6.7319], [-6.4077, -4.6799, -4.9998], [-7.2844, -5.1056, -5.4852], [-6.0983, -5.0533, -3.6856], [-6.7137, -5.7774, -3.1397], [-4.9760, -4.5062, -3.0526], [-4.7045, -4.8598, -2.0560], [-1.2891, -3.5005, -4.3010], [-0.5912, -2.6219, -5.1510], [-0.6228, -1.5387, -4.9682], [0.1443, -3.1395, -6.2240], [0.6791, -2.4473, -6.8896], [0.2126, -4.5235, -6.4329], [0.7922, -4.9106, -7.2664], [-0.4177, -5.4035, -5.5488], [-0.2999, -6.4873, -5.6642], [-1.1680, -4.8932, -4.4919], [-1.6360, -5.5851, -3.7853], [-0.8276, -6.3843, 0.1536], [0.6626, -4.2683, 1.0149], [-2.8816, 0.7895, 3.5413], [-1.5236, 0.5575, 3.7950], [-0.6492, 0.2559, 2.7459], [-1.1498, 0.1898, 1.4329], [-2.5127, 0.4241, 1.1761], [-3.3754, 0.6926, 2.2354], [-0.2642, -0.0769, 0.3638], [0.9865, -0.2672, 0.7786], [1.8149, -0.7144, -0.2116], [3.1025, -1.2108, 0.0852], [3.8931, -1.6903, -0.9405], [3.3956, -1.5896, -2.2517], [2.1456, -1.0540, -2.5119], [1.3162, -0.6873, -1.4926], [-3.5627, 1.0612, 4.3486], [-1.1301, 0.6211, 4.8089], [0.4157, 0.0953, 2.9099], [-2.8769, 0.3814, 0.1448], [-4.4325, 0.8430, 2.0208], [3.3861, -1.1975, 1.1406], [4.8725, -2.1271, -0.7486], [3.9822, -1.9409, -3.0989], [1.7462, -0.9043, -3.5148]],
  "forces_ev_per_a": [[-0.4015, 0.1425, -0.5252], [-1.0534, 0.6103, -0.1340], [-0.1858, 0.8031, -0.6910], [-0.1108, -0.3131, 0.3056], [0.0330, 0.7579, -0.3267], [-0.0741, 0.3851, -1.1477], [0.2090, -0.3893, -0.0539], [-0.3080, -0.6801, -0.0657], [-0.0015, 0.3404, 0.0867], [0.1172, -0.0218, -0.0366], [3.3941, 1.0283, 3.6423], [2.2758, 1.8302, -1.4976], [0.1273, -0.3651, 0.2941], [-0.0377, 0.0560, -0.2068], [0.1153, 0.0381, -0.2845], [-0.0386, 0.0289, -0.0049], [-0.2260, 0.2621, 0.0807], [-0.2657, -0.0586, 0.2345], [-0.2806, 0.0932, 0.3945], [-0.1028, 0.0528, 0.3085], [0.0486, -0.0672, 0.1797], [-0.2395, 0.0658, -0.2319], [-0.0529, -0.6362, -0.2803], [-1.0290, -1.4764, 2.1675], [0.5444, 0.9545, 0.7382], [-0.2774, -0.5812, -0.1276], [1.1082, 1.4942, 0.4810], [-1.0606, -0.7840, 0.4840], [-0.2740, -0.7838, 0.5035], [0.1427, -0.3897, -0.0378], [-1.5326, 1.2669, 0.5977], [0.4282, 0.2432, -0.2750], [1.4624, -0.2820, -1.0076], [-0.2035, 0.3729, -0.7569], [0.1640, -0.0198, -0.1755], [-1.2487, -4.4599, -2.7118], [0.2210, 0.0156, 0.1074], [-0.0600, -0.2641, -0.0047], [-0.3167, -0.1567, 0.1393], [0.1724, 0.0642, 0.3100], [0.0885, -0.1729, 0.5960], [0.1668, 0.2175, 0.1169], [0.2317, 0.0843, 0.0698], [0.3316, 0.1756, 0.0438], [0.2369, 0.2833, -0.3595], [-0.1406, 0.0914, -0.2338], [-0.2354, 0.1335, -0.2945], [0.4430, 1.1384, 0.2409], [0.0508, -0.3685, -0.0145], [-0.0001, -0.4660, -0.2128], [0.0942, 0.1230, -0.0194], [-0.2882, -0.4286, 0.2670], [-0.0100, 0.4119, 0.2504], [-0.1075, 0.0504, 0.1176], [0.0008, 0.1514, 0.1639], [-0.1240, 0.5050, 0.0212], [-0.1935, 0.1275, 0.1925], [0.0132, 0.2089, -0.3074], [-0.9116, -1.1323, 0.1606], [-0.4966, 0.2630, -0.1854], [0.0320, -0.0741, -0.2061], [0.0655, -0.0214, -0.4226], [-0.5728, 0.1438, 0.2156], [-0.1535, 0.6517, 0.5772], [0.4670, -0.3100, 0.1681], [0.1355, 0.0949, -0.0874], [1.3038, -0.5941, -0.4889], [-0.9976, -0.4861, -0.7661], [-0.7203, 0.1351, -0.5728], [-0.1865, 0.2018, 0.1555], [-0.5132, 0.2096, 0.1721], [-0.1041, 0.1355, -0.7491], [0.2950, -0.1504, 0.8259], [0.7688, -0.4203, -0.0354], [0.2396, -0.1792, -0.1819], [-0.1572, 0.0120, -0.2501], [-0.4748, 0.0369, 0.0770], [0.0277, 0.0637, 0.3695], [0.2238, 0.0584, 0.1826], [0.0705, -0.0990, -0.4535], [-0.2744, 0.1524, -0.0433], [-0.0347, 0.1607, 0.2546], [0.2277, -0.2956, 0.1745]]
}

{
  "formula": "C40H36ClN5O2PS2Ti",
  "method": "ωB97M-V/def2-TZVPD",
  "s2": 2.02,
  "charge": -1,
  "homo_energy_ev": [-2.851, -4.913],
  "relative_energy_kj_mol": 136.9,
  "spin_multiplicity": 3,
  "orbital_gap_ev": [4.886, 6.946],
  "elements": ["Ti", "C", "N", "C", "C", "N", "C", "S", "C", "C", "C", "C", "C", "N", "H", "H", "H", "H", "H", "H", "H", "H", "H", "O", "C", "O", "C", "P", "C", "C", "C", "C", "C", "C", "C", "C", "C", "C", "C", "C", "H", "H", "H", "H", "H", "H", "H", "H", "H", "H", "H", "H", "Cl", "C", "H", "H", "N", "C", "S", "C", "C", "C", "N", "C", "C", "H", "H", "H", "H", "H", "H", "C", "C", "C", "C", "C", "C", "C", "C", "C", "C", "H", "H", "H", "H", "H", "H", "H"],
  "coordinates": [[-0.5028, 1.4694, 0.5170], [4.7256, -0.7706, 1.5624], [4.2672, -0.9921, 0.2076], [4.9495, -1.6805, -0.7723], [4.2307, -1.6133, -1.9009], [3.0933, -0.8534, -1.6327], [3.1059, -0.4808, -0.3025], [1.9775, 0.3318, 0.6327], [2.1871, -0.4412, -2.6361], [1.9534, -1.2705, -3.7320], [1.1483, -0.8001, -4.7490], [0.6147, 0.4774, -4.6466], [0.8985, 1.2082, -3.5067], [1.6605, 0.7649, -2.5130], [5.7513, -0.4023, 1.5505], [4.6807, -1.6934, 2.1420], [4.0780, -0.0248, 2.0205], [5.8972, -2.1520, -0.5822], [4.4388, -2.0033, -2.8790], [2.3747, -2.2661, -3.7622], [0.9376, -1.4190, -5.6112], [-0.0116, 0.8920, -5.4234], [0.5102, 2.2128, -3.3839], [1.9476, 1.8342, 3.8375], [0.9565, 1.5171, 3.1989], [0.5324, 2.0616, 2.1098], [0.0462, 0.3804, 3.7149], [-0.5950, -0.5904, 2.2726], [-2.2546, -1.0783, 2.9052], [-3.3310, -1.0770, 2.0237], [-4.6018, -1.4157, 2.4698], [-4.8010, -1.7651, 3.7953], [-3.7261, -1.7894, 4.6764], [-2.4586, -1.4493, 4.2337], [0.2477, -2.2066, 2.5701], [-0.4458, -3.4104, 2.4438], [0.1942, -4.6236, 2.6495], [1.5460, -4.6581, 2.9579], [2.2527, -3.4689, 3.0591], [1.6091, -2.2545, 2.8721], [-0.8109, 0.8662, 4.1839], [0.5655, -0.2281, 4.4513], [-3.1638, -0.7970, 0.9901], [-5.4354, -1.4006, 1.7788], [-5.7921, -2.0208, 4.1499], [-3.8775, -2.0786, 5.7096], [-1.6221, -1.4727, 4.9219], [-1.4952, -3.4021, 2.1824], [-0.3660, -5.5474, 2.5692], [2.0470, -5.6044, 3.1220], [3.3116, -3.4922, 3.2913], [2.1602, -1.3289, 2.9623], [-3.7065, 2.0725, 0.8034], [-2.1465, 2.1223, 1.6928], [-2.3375, 1.5513, 2.6044], [-2.0037, 3.1658, 1.9857], [2.2620, 6.5600, -3.2621], [0.9464, 6.5031, -2.8190], [-0.0996, 7.7342, -3.3032], [0.5831, 5.4296, -1.9680], [1.5184, 4.4492, -1.5148], [1.1057, 3.3896, -0.7634], [-0.1903, 3.1725, -0.4059], [-1.0763, 4.1611, -0.7426], [-0.7472, 5.2501, -1.4878], [2.3971, 7.2415, -3.9895], [2.7195, 5.6768, -3.4351], [2.5726, 4.5500, -1.7379], [1.8210, 2.6584, -0.4186], [-2.0915, 4.0322, -0.3869], [-1.4869, 5.9985, -1.7318], [-1.8181, -3.7829, -1.6692], [-0.7137, -3.2538, -0.9749], [-0.5979, -1.9017, -0.7897], [-1.5527, -0.9842, -1.3020], [-1.4471, 0.4327, -1.0506], [-2.2655, 1.2092, -1.8570], [-3.2051, 0.6924, -2.7702], [-3.4075, -0.6533, -2.8654], [-2.5774, -1.5294, -2.1325], [-2.7174, -2.9335, -2.2489], [-1.9330, -4.8560, -1.7692], [0.0423, -3.9232, -0.5820], [0.2770, -1.5034, -0.2921], [-2.2231, 2.2897, -1.7925], [-3.7949, 1.3762, -3.3711], [-4.1694, -1.0672, -3.5174], [-3.5423, -3.3231, -2.8370]],
  "forces_ev_per_a": [[0.1784, -0.7701, 1.0341], [0.0725, -0.0426, 0.1393], [-0.2766, 0.1821, -0.2471], [0.1523, -0.1480, 0.0057], [-0.0002, 0.0793, -0.0964], [0.3834, -0.1318, 0.6730], [-0.2584, -0.1210, -0.1411], [0.7847, -0.1354, -0.3160], [-0.5268, 0.3254, -0.5111], [0.1435, -0.2080, 0.3176], [-0.1023, 0.2062, -0.0266], [0.0558, -0.2166, -0.0120], [-0.1904, 0.2185, 0.0587], [0.4579, -0.2215, -0.0168], [-0.0059, -0.0060, -0.0506], [-0.0365, 0.0084, -0.0261], [0.0392, -0.0146, 0.0052], [-0.0201, -0.0109, 0.0085], [0.0040, 0.0463, -0.0153], [-0.0529, -0.0193, -0.0280], [0.0073, -0.0296, 0.0164], [-0.0157, 0.0166, 0.0242], [-0.0707, 0.0114, 0.0763], [-0.1431, -0.0033, -0.2234], [0.0381, -0.2451, 0.6416], [0.4174, 0.1012, 0.4565], [0.2664, 0.2354, -0.4147], [-0.5199, -0.6013, 1.0346], [0.0114, 0.0763, -0.2255], [0.1628, -0.0125, 0.0056], [-0.0755, -0.0509, -0.0167], [-0.0180, -0.0220, -0.0132], [0.0595, -0.0236, 0.0540], [-0.0764, 0.0321, -0.0311], [0.1115, -0.0033, -0.2700], [0.0469, 0.0432, -0.0131], [0.0236, -0.0442, -0.0060], [0.0051, -0.0210, -0.0108], [0.0553, -0.0063, 0.0162], [-0.0846, 0.0182, 0.0202], [-0.0326, -0.0179, 0.0130], [-0.0195, 0.0139, 0.0364], [-0.0798, 0.0418, 0.0038], [0.0144, 0.0284, -0.0002], [-0.0028, -0.0033, -0.0243], [-0.0038, 0.0262, -0.0012], [0.0044, -0.0023, 0.0215], [-0.0378, 0.0009, 0.0151], [-0.0125, 0.0166, -0.0262], [-0.0106, -0.0021, -0.0149], [-0.0184, 0.0323, 0.0340], [0.0597, 0.0347, 0.0355], [-0.7098, 0.1726, -0.0374], [-0.2879, 0.2446, 0.4132], [-0.0248, 0.1166, 0.0488], [-0.0005, -0.0168, 0.0226], [0.1191, -0.1693, 0.0708], [-0.1594, 0.1382, -0.0631], [-0.0259, 0.0647, -0.0048], [0.0742, -0.0546, 0.0368], [-0.0231, 0.0582, -0.0698], [0.0799, 0.3531, -0.2601], [0.4342, 1.5345, -0.8123], [-0.0365, 0.1867, -0.1231], [0.0413, -0.0226, 0.0028], [-0.0352, 0.0207, -0.0533], [-0.0048, 0.0314, 0.0213], [0.0036, -0.0733, 0.0923], [0.0176, -0.0257, -0.0126], [0.0166, -0.0759, 0.0250], [-0.0579, -0.0348, 0.0172], [-0.0770, -0.0593, -0.0977], [0.0514, 0.0811, 0.0909], [0.0399, -0.1542, -0.0480], [-0.0443, 0.0186, -0.2096], [-0.4691, -1.0536, -1.4344], [0.2757, 0.0940, 0.1664], [-0.1962, -0.1511, -0.0943], [-0.0387, 0.1407, -0.0243], [0.1654, 0.0042, 0.1699], [0.0436, -0.0696, -0.0543], [0.0040, 0.0067, -0.0177], [0.0199, 0.0161, 0.0532], [-0.0539, 0.0277, 0.1531], [0.0108, -0.0206, 0.0259], [-0.0162, 0.0051, 0.0376], [-0.0009, 0.0051, -0.0052], [0.0017, -0.0001, 0.0051]]
}